(i)
C2H5OP | ωB97M-V/def2-TZVPD

- orbital gap (spin up / spin down) (eV) = 9.92 / 8.21

```
! RIJCOSX wB97M-V def2-TZVPD def2/J DEFGRID3
* xyz 0 3
C 0.62947 -1.09796 0.31804
C -0.94257 0.90488 -0.30788
O -1.28651 -1.56405 -1.49080
P -0.27238 -0.60709 -1.06284
H 1.35281 -0.48209 0.84141
H -0.09500 -1.63278 0.86490
H -1.32287 0.63526 0.60253
H -0.39404 1.88666 -0.31552
H 0.46474 -0.08570 -2.01691
*
```

=====

(ii)
C2H5OP | ωB97M-V/def2-TZVPD

- orbital gap (spin up / spin down) (eV) = 5.67 / 7.32

```
! RIJCOSX wB97M-V def2-TZVPD def2/J DEFGRID3
* xyz 0 3
C -1.09735 -0.80465 0.07751
C 0.15076 -0.04465 0.12954
O -0.39890 -0.64074 1.27691
P 0.46300 1.65983 -0.02457
H -2.06376 -0.34740 -0.04718
H -1.01450 -1.83632 -0.23066
H 1.18794 -0.91059 -0.39274
H 0.90526 1.26013 -1.24118
H 1.86756 1.66440 0.45238
*
```

=====

It comes down to (i), which is 439.2 kJ/mol more stable than the next structure.

=====

(i)
C6H13NO3 | ωB97M-V/def2-TZVPD

- orbital gap (eV) = 8.74

```
! RIJCOSX wB97M-V def2-TZVPD def2/J DEFGRID3
* xyz 0 1
C 1.96984 0.18143 -0.51127
C 1.04521 -0.21900 0.83779
C -0.35395 -1.37457 -0.81977
C -1.49400 -0.37499 -0.46349
C -1.09462 1.14015 -0.24892
C 0.14677 1.10827 0.91708
H 3.11905 0.83421 -0.39166
H 1.18782 0.85719 -1.12163
H 2.58147 -0.61859 -1.10332
H 1.82365 -0.50654 1.64971
H 1.09888 -2.37123 0.52007
H -0.93097 -2.37806 -1.08515
H -0.00580 -1.02853 -1.87902
H -2.09016 -0.63334 -1.33974
H -1.46846 -1.60337 0.91342
H -2.08332 1.53317 0.51310
H -0.09266 2.78469 -1.20736
H 1.01784 1.92171 1.07107
H -1.28120 0.40828 2.07029
N 0.40076 -1.49924 0.16730
O -2.10828 -1.02788 0.63222
O -0.91977 1.91764 -1.42236
O -0.46808 0.94857 2.30162
*
```

=====

(ii)
C6H13NO3 | ωB97M-V/def2-TZVPD

- orbital gap (spin up / spin down) (eV) = 7.93 / 7.88

```
! RIJCOSX wB97M-V def2-TZVPD def2/J DEFGRID3
* xyz 0 1
C 0.74070 0.46037 1.70666
C -0.10010 -0.01816 0.46705
C 0.34798 0.37867 -1.10100
C -0.33116 -0.59693 -2.05850
C 1.84045 0.32132 -1.32517
C -0.21240 1.78932 -1.22583
O -1.33368 0.32730 0.62635
O -2.10429 -3.65436 3.55285
N -2.49468 -2.48559 3.46199
O -3.31171 -1.83553 4.09850
H 1.80812 0.29642 1.60009
H 0.50597 1.50442 1.93057
H 0.33177 -0.09566 2.55464
H 0.21383 -1.09009 0.39850
H -1.38066 -0.70716 -1.80406
H -0.26598 -0.25577 -3.10601
H 0.12951 -1.59539 -1.99872
H 2.37526 1.00777 -0.65888
H 2.22800 -0.69006 -1.12237
H 2.11335 0.56956 -2.35495
H 0.26833 2.40885 -0.45429
H -0.09790 2.24989 -2.22463
H -1.27069 1.71081 -0.96278
*
```

=====

(iii)
C6H13NO3 | ωB97M-V/def2-TZVPD

- orbital gap (eV) = 9.37

```
! RIJCOSX wB97M-V def2-TZVPD def2/J DEFGRID3
* xyz 0 1
C -1.24619 -0.27659 -0.05469
C 2.40603 0.27071 1.25889
C -0.98009 1.14227 0.20096
C -1.82075 -1.06234 1.09365
C -1.84269 -0.59430 -1.40090
N 1.83860 0.57594 -0.04221
C 1.25091 -0.44185 -0.84716
O 0.38068 -1.12596 -0.17098
O 2.67478 1.44077 -0.77428
O 1.40842 -0.36894 -2.06248
H 2.59919 1.07156 -1.68161
H 1.78976 -0.49196 1.72716
H 3.43588 -0.07371 1.14689
H 2.39903 1.17729 1.86676
H -1.67024 1.60424 0.90405
H -0.84634 1.74905 -0.69218
H 0.11712 1.19251 0.59416
H -2.87360 -0.79925 1.21889
H -1.74592 -2.12781 0.89080
H -1.29340 -0.83936 2.01935
H -2.88257 -0.25605 -1.41933
H -1.28133 -0.09944 -2.19236
H -1.81728 -1.66675 -1.58337
*
```

=====

It comes down to (iii), which is 382.0 kJ/mol more stable than the next structure.

=====

(i)
C30H60O10 | ωB97M-V/def2-TZVPD

- SMILES = CC(C)=O.CC(C)=O.CC(C)=O.CC(C)=O.CC(C)=O.CC(C)=O.CC(C)=O.CC(C)=O.CC(C)=O.CC(C)=O
- orbital gap (eV) = 9.44

```
! RIJCOSX wB97M-V def2-TZVPD def2/J DEFGRID3
* xyz 0 1
C 0.98218 12.59950 -14.59350
C 0.21400 12.88932 -15.88963
O -0.74063 12.20209 -16.26447
C 0.68306 13.98297 -16.77950
H 0.89165 13.37408 -13.83196
H 2.05991 12.47286 -14.69635
H 0.60222 11.65454 -14.20519
H 1.76655 13.92620 -16.88399
H 0.46663 14.90963 -16.24793
H 0.13803 13.97418 -17.72342
C 8.71774 14.00856 -10.39826
C 7.59614 12.99876 -10.68389
O 6.64923 13.22573 -11.42955
C 7.73947 11.64903 -10.01664
H 9.58008 13.57828 -9.88902
H 8.33210 14.82381 -9.78608
H 9.14464 14.45834 -11.29467
H 7.10504 10.97112 -10.58763
H 7.45175 11.66632 -8.96544
H 8.78637 11.34572 -10.02573
C 4.66609 10.70080 0.65126
C 4.90101 10.51939 -0.79438
O 4.40538 9.63314 -1.41891
C 5.73596 11.55247 -1.44990
H 5.32934 11.52111 0.92561
H 5.09197 9.92497 1.28752
H 3.62924 10.97367 0.84772
H 5.53801 11.62081 -2.51959
H 6.77371 11.26214 -1.28602
H 5.57742 12.52002 -0.97363
C -4.84046 17.10478 -5.02912
C -4.03167 15.78827 -5.14975
O -4.57913 14.80797 -5.65095
C -2.50137 15.84303 -4.78066
H -5.88636 17.00632 -5.31982
H -4.36140 17.83788 -5.67810
H -4.93957 17.42901 -3.99320
H -1.97605 15.17914 -5.46722
H -2.33552 15.44410 -3.77993
H -2.16044 16.86215 -4.96311
C 3.44301 8.20381 -7.61649
C 2.65629 9.49006 -7.89052
O 1.94061 9.57102 -8.89642
C 2.74614 10.53893 -6.81621
H 3.29050 7.47075 -8.40861
H 3.11045 7.79311 -6.66317
H 4.50424 8.45178 -7.59642
H 2.37153 11.47733 -7.22507
H 3.80723 10.63867 -6.58766
H 2.07658 10.36617 -5.97363
C 12.24136 4.83935 -8.33014
C 11.00204 5.34590 -9.09426
O 11.02164 6.35335 -9.83488
C 9.66203 4.65444 -8.87355
H 12.25541 3.76300 -8.50149
H 12.11419 5.06106 -7.27053
H 13.16039 5.27143 -8.72610
H 9.13090 4.54450 -9.81902
H 9.14251 5.26838 -8.13782
H 9.81015 3.70359 -8.36164
C 4.50579 16.46161 -6.83680
C 4.28604 16.29807 -5.34158
O 3.22047 15.91810 -4.86029
C 5.45411 16.57823 -4.41715
H 3.87013 17.28679 -7.15791
H 4.25913 15.51648 -7.32054
H 5.55882 16.64881 -7.04699
H 5.83873 17.59556 -4.48929
H 6.26545 15.94109 -4.76910
H 5.30422 16.32320 -3.36805
C 2.80318 6.37433 -15.20640
C 4.28574 6.27385 -15.03255
O 4.95394 6.01054 -16.01297
C 4.91689 6.49998 -13.67126
H 2.57228 7.27062 -15.78212
H 2.22510 6.33392 -14.28321
H 2.45584 5.59218 -15.88147
H 6.00685 6.49707 -13.66287
H 4.75504 5.64254 -13.01804
H 4.46369 7.37896 -13.21290
C -2.09710 9.95768 -2.79422
C -1.26885 10.00771 -1.49995
O -0.94980 11.05198 -0.91189
C -0.79082 8.67380 -1.00970
H -2.66862 9.02960 -2.80671
H -1.53601 9.95926 -3.72870
H -2.87231 10.71982 -2.87351
H -1.67113 8.19930 -0.57608
H -0.03874 8.88973 -0.25085
H -0.37811 8.02906 -1.78565
C 3.25552 2.12375 -5.50477
C 3.94338 1.02258 -4.82908
O 3.53714 0.49814 -3.80182
C 5.27282 0.63224 -5.42537
H 3.99666 2.92300 -5.50314
H 2.35062 2.38972 -4.95841
H 3.01911 1.76329 -6.50592
H 5.78381 1.35510 -6.06134
H 5.20283 -0.27921 -6.01906
H 5.86140 0.50037 -4.51747
*
```

=====

(ii)
C30H60O10 | ωB97M-V/def2-TZVPD

- orbital gap (eV) = 8.02

```
! RIJCOSX wB97M-V def2-TZVPD def2/J DEFGRID3
* xyz 0 1
C 0.72995 0.69890 0.37645
C -0.58270 0.02065 0.60205
O -1.32990 0.25367 1.56667
C -0.92086 -1.08595 -0.34573
H 1.24295 0.92947 1.31014
H 0.48170 1.67359 -0.04361
H 1.33793 0.17666 -0.36228
H -0.03623 -1.67894 -0.57791
H -1.50272 -0.88567 -1.24541
H -1.59915 -1.79311 0.13172
C 2.28568 -1.77048 -1.80631
C 2.30648 -1.81604 -3.29237
O 1.63804 -2.55904 -3.99231
C 3.25363 -0.89485 -4.01223
H 1.81123 -0.84485 -1.48041
H 3.26595 -1.88554 -1.34378
H 1.59974 -2.53094 -1.43314
H 2.95855 0.15433 -3.99641
H 3.48261 -1.26085 -5.01309
H 4.18688 -0.95048 -3.45184
C -3.01366 0.06808 5.00618
C -1.59903 0.63782 4.71714
O -1.02928 1.28594 5.61082
C -0.82054 0.19591 3.44471
H -3.16822 -0.09406 6.07291
H -3.06140 -0.87498 4.46170
H -3.78900 0.72375 4.60989
H -1.51372 -0.15797 2.68156
H -0.15617 -0.57041 3.84405
H -0.31383 1.10819 3.12994
C -5.51352 0.87217 1.81347
C -4.31162 1.39307 2.59039
O -4.47195 1.89270 3.72736
C -2.95396 1.08267 1.98847
H -5.38583 1.11381 0.75829
H -6.40891 1.39572 2.14853
H -5.58250 -0.20713 1.94936
H -2.13703 1.19647 2.70105
H -2.79404 1.73796 1.13224
H -3.03251 0.05021 1.64796
C -2.92047 -2.50564 1.11968
C -1.56524 -2.69362 1.71481
O -0.59608 -2.88418 1.05256
C -1.50428 -2.59938 3.23419
H -2.98534 -2.77369 0.06514
H -3.15837 -1.44200 1.13269
H -3.76555 -2.98968 1.60922
H -1.03489 -3.51086 3.60430
H -2.51741 -2.48459 3.61955
H -0.95421 -1.69778 3.50371
C 5.46286 -0.93850 0.66864
C 4.48952 -0.63759 -0.38281
O 4.80417 -0.73390 -1.59995
C 3.14153 -0.05400 -0.03804
H 5.05678 -1.83723 1.13285
H 5.43597 -0.12986 1.39904
H 6.40306 -1.08681 0.13750
H 2.61168 0.24617 -0.94207
H 3.27432 0.81450 0.60707
H 2.54547 -0.77071 0.52688
C -1.45874 0.99117 -1.86801
C -1.80185 2.21472 -1.01940
O -0.92309 2.73338 -0.31325
C -3.21900 2.69963 -1.07979
H -2.05631 0.22166 -1.37928
H -0.38733 0.80136 -1.80359
H -1.69463 1.13339 -2.92264
H -3.43610 3.43513 -0.30518
H -3.97048 1.91036 -1.05944
H -3.42642 3.16973 -2.04108
C -0.90018 -5.11464 -1.85670
C -1.16136 -3.60113 -1.99254
O -2.26615 -3.18547 -2.15146
C 0.04447 -2.72427 -1.86989
H -1.84866 -5.64500 -1.94147
H -0.39295 -5.41362 -0.93940
H -0.44211 -5.52091 -2.75849
H -0.11567 -1.64686 -1.82932
H 0.61839 -2.94124 -2.77081
H 0.58647 -3.03938 -0.97825
C 1.32700 3.06656 -0.40893
C 2.61613 3.68002 0.08877
O 3.68276 3.48865 -0.49959
C 2.62256 4.59036 1.31664
H 1.58703 2.53007 -1.32142
H 0.56323 3.84316 -0.44950
H 0.95672 2.28416 0.25353
H 2.56774 3.94689 2.19471
H 1.79579 5.29575 1.40018
H 3.52999 5.19410 1.33034
C 3.13959 1.61704 -2.14195
C 1.77815 1.16257 -2.53206
O 1.13286 0.45262 -1.74380
C 1.24935 1.64771 -3.88744
H 3.94194 1.02052 -2.57612
H 3.26056 1.48754 -1.06645
H 3.30019 2.69331 -2.20484
H 1.96802 2.40635 -4.19742
H 0.26258 2.09250 -3.75882
H 1.19337 0.93115 -4.70690
*
```

=====

It comes down to (i), which is 2376.3 kJ/mol more stable than the next structure.

=====

(i)
C9H15NO2 | ωB97M-V/def2-TZVPD

- orbital gap (eV) = 9.13

```
! RIJCOSX wB97M-V def2-TZVPD def2/J DEFGRID3
* xyz 0 1
C 2.72488 1.17993 0.51501
C 1.72876 -0.79230 1.02645
C 0.65801 0.19811 0.62507
C -0.71397 0.09293 1.49405
C -2.08596 -0.98919 -0.01055
C -0.80015 -1.66805 -0.80677
C 0.21898 -0.44029 -1.02018
C -0.46096 0.86757 -1.52949
C -1.60917 1.12226 -0.65065
H 3.08629 1.36170 -0.92215
H 3.58961 1.75089 1.27554
H 1.54194 -1.74577 0.69526
H 1.82926 -0.78287 2.20560
H -0.56921 1.14460 1.97140
H -0.78815 -0.51245 2.33944
H -3.07840 -1.12437 -0.64332
H -2.24846 -1.80699 0.88585
H -0.46576 -2.65965 -0.46968
H -1.51464 -1.93016 -1.77383
H 1.31063 -0.73933 -1.24757
H 0.54661 1.53586 -1.55950
H -0.75992 0.87321 -2.58825
H -2.57502 1.00257 -1.14015
H -1.70975 2.39966 -0.45756
N -1.88036 0.29966 0.45638
O 2.90439 -0.21878 0.43717
O 1.12053 1.58126 0.89242
*
```

=====

(ii)
C9H15NO2 | ωB97M-V/def2-TZVPD

- SMILES = [H]/N=C1/C=CC[C@H](O)[C@@]1(C)[C@@H](C)O
- orbital gap (eV) = 9.72

```
! RIJCOSX wB97M-V def2-TZVPD def2/J DEFGRID3
* xyz 0 1
C 1.76063 0.90149 1.29363
C 2.02639 -0.39468 1.51878
C 1.06297 1.31186 0.08858
C 1.65942 -1.48880 0.71081
C 0.85434 -1.25247 -0.59252
C 0.02640 0.06102 -0.43141
C -0.66800 0.50399 -1.79819
C -2.22414 0.78230 0.75849
C -1.10177 -0.26291 0.64443
N 1.20724 2.47365 -0.37402
O 1.74061 -1.08084 -1.70250
O -1.55072 -1.53164 0.47819
H 1.96636 1.72574 1.99274
H 2.58785 -0.56698 2.46630
H 2.57371 -2.05706 0.42398
H 1.11714 -2.05550 1.49982
H 0.19620 -2.09985 -0.79458
H -1.54026 -0.06928 -1.95172
H 0.06846 0.17158 -2.50609
H -0.55322 1.55089 -1.90122
H -2.53064 1.12657 -0.26621
H -1.77437 1.59014 1.26756
H -3.14484 0.41107 1.13998
H -0.44533 -0.22945 1.53147
H 0.82559 2.86377 -1.17544
H 2.59754 -1.44992 -1.54065
H -1.95184 -1.60276 -0.40970
*
```

=====

It comes down to (ii), which is 612.7 kJ/mol more stable than the next structure.